Density functional theory data (ωB97M-V with the def2-TZVPD basis set) for a molecular structure, C17H15N4PdSSe4Si.

The highest occupied orbital energy comes out at -0.0971 Ha. As for the relative energy (zero: lowest compared OMol25 entry of this formula, charge and spin): 0.0 kJ/mol. The value obtained for the frontier orbital gap is 3.25 eV. Its net charge is -1.

XYZ file:
```
43
Properties=species:S:1:pos:R:3:forces:R:3
N -1.0931 -0.3340 -0.6110 -0.24 -0.01 0.00
C -0.4630 -0.7359 -1.7047 -0.14 -0.01 -0.04
H 5.1387 2.1054 0.2643 0.00 0.02 0.10
Se -0.2925 2.7430 4.2190 -0.01 0.02 -0.07
H -3.0950 -1.7909 -3.5674 -0.02 -0.03 -0.07
C -3.1878 -0.9595 -1.5950 0.09 -0.02 -0.06
C -3.0681 0.0245 0.7068 0.21 -0.02 -0.13
C 5.3889 -1.1922 0.4426 -0.13 0.05 -0.08
H -4.5495 1.3095 3.9603 -0.03 0.00 0.03
C -5.2393 -0.5813 -0.2275 -0.36 -0.05 -0.03
C -2.4336 -0.4392 -0.5415 0.03 0.08 0.21
C 4.4582 -0.7725 -2.4395 0.05 0.06 0.14
C -4.1741 0.9266 3.0228 0.00 -0.07 -0.14
H 4.0481 -1.7811 -2.4517 -0.06 -0.11 0.00
H 4.9749 -2.1994 0.4153 -0.04 -0.10 0.00
N -6.5605 -0.7176 -0.2396 0.14 0.09 0.14
N -5.4938 -1.4947 -2.3165 0.21 0.02 -0.01
H 5.4769 -0.8206 -2.8246 0.10 0.00 -0.03
C -2.5225 -1.3847 -2.7468 0.24 0.08 0.12
Pd -0.1567 0.4428 1.1539 0.00 0.01 -0.20
C -1.1485 -1.2708 -2.7981 -0.11 0.02 0.09
S -6.9670 -1.3617 -1.6647 0.38 0.09 0.16
Si 4.4273 -0.0560 -0.6952 0.11 0.02 -0.01
H 4.6902 2.2927 -1.4229 -0.05 0.07 -0.07
H -0.5891 -1.5872 -3.6653 0.01 -0.02 -0.05
H -6.0860 0.3801 2.1909 -0.06 0.01 0.02
Se 3.0758 2.1199 2.5874 -0.05 0.02 0.06
C 1.6257 0.2425 0.4079 -0.15 0.01 0.25
H 0.6147 -0.6185 -1.6822 0.02 -0.02 -0.03
N -2.2497 0.5145 1.6686 -0.30 -0.02 -0.07
H 3.8719 -0.1588 -3.1215 -0.07 0.07 -0.06
Se 3.7203 3.1759 4.4862 0.01 -0.02 -0.02
C 2.7031 0.0656 -0.1303 0.06 -0.07 -0.15
C -2.7915 0.9556 2.7967 -0.23 -0.18 -0.21
C 5.2094 1.6440 -0.7192 -0.11 -0.11 -0.01
H -2.1007 1.3760 3.5254 0.06 0.05 0.07
C -4.4512 -0.0401 0.8633 -0.05 0.05 0.13
H 5.3278 -0.8356 1.4690 -0.02 0.08 0.09
H 6.4386 -1.2456 0.1560 0.11 0.00 -0.04
C -4.6257 -1.0301 -1.4259 -0.27 -0.12 -0.23
C -5.0149 0.4239 2.0581 0.27 0.06 0.07
Se 0.9037 1.0689 3.2027 0.31 0.02 0.15
H 6.2595 1.5962 -1.0061 0.11 -0.02 -0.03
```
Forces are in eV/Å.